1.
Formula: C3H10O4
Source: the OMol25 dataset
Level of theory: ωB97M-V/def2-TZVPD

The calculation puts the gap between HOMO and LUMO at 10.764 eV. Its SMILES is CCC(=O)O.O.O. The value obtained for the LUMO energy is 0.15 eV.

The geometry in ORCA input format:
```
! RIJCOSX wB97M-V def2-TZVPD def2/J DEFGRID3
* xyz 0 1
O 0.0388 -3.4058 -2.1672
O 0.5089 -0.0175 1.4801
O 2.1536 2.2201 0.8282
O -0.0382 -1.0226 -0.4379
C -2.3374 0.9134 0.3122
C -0.8646 1.1816 -0.0904
C -0.0511 -0.0345 0.2394
H 3.0260 2.5473 1.0711
H -0.1135 -2.7548 -1.4670
H -2.9460 1.6872 -0.1357
H 2.2284 2.0062 -0.1091
H -2.6602 -0.0330 -0.1346
H -0.5067 2.0600 0.4452
H 1.3605 0.4603 1.4757
H -2.4560 0.8231 1.3863
H -0.8737 1.4781 -1.1489
H 0.8798 -3.7967 -1.9154
*
```


2.
Formula: C6H18NO
Source: the OMol25 dataset
Level of theory: ωB97M-V/def2-TZVPD

The calculation puts the gap between HOMO and LUMO (alpha / beta) at 4.114 / 11.586 eV. The value obtained for the LUMO energy (alpha / beta) is 0.78 / 0.65 eV.

The geometry in ORCA input format:
```
! RIJCOSX wB97M-V def2-TZVPD def2/J DEFGRID3
* xyz 0 2
O -0.5296 -0.6779 -4.7804
N -1.9222 -0.2608 -0.0069
C -0.6662 0.5894 0.1882
C -0.8149 1.7914 -0.7344
C 0.6867 -0.1672 0.1027
C 1.7459 0.3243 0.9916
C 1.3312 -0.0187 2.4853
C 0.5859 -1.2773 2.7975
H 2.7784 -0.0184 0.7515
H 0.5068 -1.2448 0.2446
H 1.9022 1.4550 0.9296
H 0.0329 -0.7627 -5.6425
H 1.0319 -1.9118 3.6473
H -1.9932 -0.8904 0.7802
H -1.6535 2.6095 -0.6792
H -0.4737 -1.6557 -4.4669
H -2.6482 0.4378 -0.1828
H 0.1486 2.2766 -0.5941
H -1.7694 -0.9192 -0.7905
H 1.0667 -0.1306 -0.9902
H -0.7058 1.0543 1.2334
H 2.3257 -0.0858 2.9408
H -0.3772 -0.9251 3.1039
H -1.0916 1.5586 -1.7482
H 0.8204 0.9733 2.8173
H 0.5801 -2.0229 1.9520
*
```


3.
Formula: C45H60Cl8F40O9
Source: the OMol25 dataset
Level of theory: ωB97M-V/def2-TZVPD

The calculation puts the gap between HOMO and LUMO at 8.495 eV. The value obtained for the LUMO energy is 0.31 eV.

The geometry in ORCA input format:
```
! RIJCOSX wB97M-V def2-TZVPD def2/J DEFGRID3
* xyz 0 1
Cl -4.7849 -0.9651 0.9915
Cl -3.9145 1.0925 -1.2471
Cl 0.1277 -3.6704 -1.6397
Cl 0.0121 3.2325 -0.8312
Cl -2.0042 -0.3462 -2.7759
Cl -2.3297 -3.2977 -3.0422
Cl 2.1966 2.0300 -2.4825
Cl -2.3103 -1.4089 2.3688
F -6.7498 -2.0309 3.1453
F -2.8159 2.3003 0.7329
F -5.7596 4.7696 -2.7968
F -1.9537 3.0298 -3.8478
F 1.0845 -2.7393 -0.4617
F -0.6507 0.4269 3.9046
F -3.5724 -4.5875 -1.9179
F 0.6208 6.5387 1.1577
F 4.7324 3.1007 1.2300
F 1.3103 -2.4548 4.6389
F -5.4194 -5.1512 1.9916
F -4.7720 7.2746 -2.3592
F -0.3232 -2.4036 1.2395
F -1.8859 5.0659 -3.2241
F -2.7496 3.4975 2.9910
F 1.2497 3.5970 0.8774
F -1.8789 2.1092 -1.2706
F -0.6221 3.1754 3.3264
F 3.6809 3.6811 -0.5609
F 0.1528 7.5522 4.5040
F -6.8225 7.2099 -1.5638
F -6.5277 -3.8357 4.3596
F 1.2279 -1.2900 1.3941
F 2.1016 -0.4806 3.1985
F -7.2752 -4.2159 1.5793
F 1.1478 5.4102 2.9733
F -0.5668 8.4199 2.7279
F -2.9660 -1.9724 -0.9512
F -6.1668 4.5395 -0.5768
F 2.3844 -5.7015 5.8954
F 2.3094 3.3596 2.6823
F 2.5308 -3.2853 1.7718
F -0.3603 -1.6553 3.7401
F -1.3816 -3.4390 -0.4107
F 1.9717 -5.1413 0.9255
F -1.7312 4.0788 -0.4622
F 3.3120 -3.1312 4.9368
F -1.6530 0.9780 1.9487
F 0.3848 -5.0564 5.4820
F -3.2628 -5.2457 0.1799
O 0.8896 -4.5062 2.7906
O 3.1090 -0.1848 -5.0774
O 1.1021 0.9545 1.8264
O -1.2722 4.5449 1.6705
O 3.5790 -0.0090 0.1916
O -0.9336 -0.4735 0.3102
O -5.4234 -3.1925 0.9405
O 3.1872 -4.0807 -1.3659
O -4.1335 4.8803 -1.3253
C 4.5470 1.3148 -1.4296
C -5.5939 6.6666 -1.4922
C 1.4003 -0.9976 -3.6161
C -1.2031 5.7179 2.4379
C 0.4749 -3.2935 0.6166
C -0.5786 -3.6000 -3.2496
C -3.6624 -4.2445 -0.6026
C -3.1035 -0.4402 1.1340
C -0.8084 -1.5549 -0.6464
C 2.0354 0.2810 -4.2398
C 1.9615 -2.1110 -4.4179
C 0.4227 -1.0830 -1.4576
C -2.6933 -3.1182 -0.3144
C 0.3994 7.6106 3.1845
C 0.5480 0.4036 -1.2467
C 1.0929 -0.3842 2.3553
C 5.6760 0.9038 -0.4863
C -1.5684 3.3624 2.4112
C 3.1157 -2.6768 -1.4178
C 4.3828 -4.4756 -0.7739
C 0.2740 6.2382 2.4213
C -3.7346 -0.1511 -2.5065
C 3.9169 -2.2121 -0.2044
C 2.0295 -3.3645 5.3118
C 1.6629 -4.8859 5.1098
C -0.2834 -0.5366 3.0285
C -5.4669 5.1733 -1.5229
C -5.1395 -3.8978 -0.3313
C 3.4884 0.2482 -1.1918
C 1.2059 3.4549 -2.2277
C 2.3122 1.4533 1.2590
C -1.6405 3.8168 -2.8474
C -1.6586 2.2051 1.4008
C 4.5859 -3.4553 0.2927
C -0.6291 0.7677 -0.3496
C -6.0639 -3.1823 3.2640
C 1.7695 -5.3112 3.6325
C 3.5761 3.5786 0.7713
C -2.2295 3.3796 -1.4493
C 1.4971 -4.0602 1.5319
C 2.3036 2.9400 1.3744
C 3.3417 -1.5906 -4.8294
C -3.8095 3.5036 -1.3460
C 4.9470 0.1352 0.6110
C -6.0612 -3.9590 1.9251
H 0.6064 3.6320 -3.1206
H 3.5806 -0.6435 -1.8119
H 1.3053 8.1811 2.9799
H -0.4798 -2.4602 -0.1360
H -4.2052 2.9163 -2.1746
H 2.4482 1.1464 0.2219
H 4.9499 1.4756 -2.4295
H 0.3527 -1.3839 -2.5029
H 0.3213 -0.9689 -3.7678
H -1.0464 -0.5911 2.2521
H -3.0541 0.6226 1.3709
H 1.2952 -1.5820 -1.0359
H 2.4741 0.9686 -3.5166
H 5.0095 0.6141 1.5881
H -0.5589 3.6986 -2.7816
H 1.2772 0.8111 -4.8162
H 6.3508 0.2554 -1.0453
H 1.6549 -0.9775 -2.5565
H -0.2055 -4.0406 0.2082
H -0.4783 -4.5640 -3.7483
H 3.1959 -1.6896 0.4242
H 2.4851 0.6204 -1.3987
H -4.1642 0.2307 -3.4327
H -2.7770 -2.7741 0.7165
H 3.2009 1.0091 1.7073
H 4.0996 -1.7572 -4.0639
H 6.2712 1.7944 -0.2851
H -2.6216 -0.7183 0.1967
H 5.3581 -0.8675 0.7278
H 3.6497 -2.1127 -5.7353
H -1.4691 1.1347 -0.9393
H 4.1740 2.2970 -1.1392
H 1.5038 -6.3562 3.4729
H 4.6427 -1.4708 -0.5387
H -0.8525 2.2190 0.6672
H -4.0890 -1.1097 -2.1277
H -1.5656 5.4928 3.4409
H -0.4680 1.5338 0.4089
H 4.3093 -5.4845 -0.3679
H -5.3993 -3.1848 -1.1138
H 1.8819 4.3061 -2.1467
H -1.6966 -1.8002 -1.2287
H -1.8791 6.4589 2.0112
H 5.1815 -4.4666 -1.5156
H -5.7089 -4.8018 -0.5475
H 3.5703 -2.3956 -2.3677
H 2.0443 -2.4762 -1.4085
H -4.1738 3.1493 -0.3817
H -5.2352 6.9252 -0.4959
H 0.5869 0.9780 -2.1723
H -5.0393 -2.9121 3.5195
H 2.8307 -5.3233 3.3838
H 5.6384 -3.2757 0.5119
H 1.4755 0.6363 -0.7235
H 1.3963 -2.1647 -5.3483
H 3.5519 4.6357 1.0361
H -0.1238 -2.8303 -3.8732
H 1.9259 -3.1480 6.3750
H 4.2170 -3.7572 1.2730
H 2.0027 -3.1202 -4.0083
*
```


Number 1: molar mass 110.11 g mol⁻¹. Number 2: molar mass 120.22 g mol⁻¹. Number 3: molar mass 1788.51 g mol⁻¹.